This record from OMol25 describes a gas-phase ion, H3N2O3S (charge -1) in a non-equilibrium geometry. The level of theory is wB97M-V/def2-TZVPD.

The calculation puts the energy relative to the best compared isomer or geometry (same formula, charge and spin) at 93.3 kJ/mol. The calculation puts the total energy at -20006.8530 eV. Its LUMO energy is 4.285 eV.

Structure (ORCA input):
```
! RIJCOSX wB97M-V def2-TZVPD def2/J DEFGRID3
* xyz -1 1
H 0.032 0.551 1.235
N -0.311 -0.830 0.198
H 0.508 1.098 -0.022
O -3.097 -0.983 0.095
H -0.155 -1.263 -0.658
N 0.564 0.233 0.529
S -2.059 -0.005 -0.056
O -1.900 0.500 -1.388
O -2.020 0.986 0.981
*
```

---

This record from OMol25 describes C6H12 in the gas phase in a non-equilibrium geometry. The level of theory is wB97M-V/def2-TZVPD.

The calculation puts the energy relative to the best compared isomer or geometry (same formula, charge and spin) at 310.7 kJ/mol. The calculation puts the total energy at -6413.7207 eV. Its LUMO energy is 1.093 eV.

Structure (ORCA input):
```
! RIJCOSX wB97M-V def2-TZVPD def2/J DEFGRID3
* xyz 0 1
H 1.355 -1.155 0.167
C -1.326 -1.138 1.301
H -1.935 -1.339 2.102
H -0.882 -2.110 1.337
H 1.906 0.717 0.131
H -2.504 1.465 0.689
C -1.465 1.397 0.946
H -0.038 1.133 -0.990
H 2.343 0.662 -2.163
H -1.316 1.757 2.038
C -0.130 0.123 -0.622
H -0.972 2.225 0.395
C 1.388 -0.242 -0.311
C -0.983 -0.034 0.640
H 3.029 -0.807 -1.463
C 2.153 -0.333 -1.635
H 1.820 -0.865 -2.603
H -0.632 -0.320 -1.557
*
```

---

This record from OMol25 describes F3NS in the gas phase in a non-equilibrium geometry. The level of theory is wB97M-V/def2-TZVPD.

The calculation puts the energy relative to the best compared isomer or geometry (same formula, charge and spin) at 85.6 kJ/mol. The calculation puts the total energy at -20472.7463 eV. Its LUMO energy is -0.806 eV.

Structure (ORCA input):
```
! RIJCOSX wB97M-V def2-TZVPD def2/J DEFGRID3
* xyz 0 1
F -1.498 -1.165 0.195
N 0.984 0.150 0.491
F -1.563 1.110 -0.100
F 1.936 -0.179 -0.477
S -0.548 -0.054 -0.554
*
```

---

This record from OMol25 describes a molecular structure, C8H10BiN2 in a non-equilibrium geometry. The level of theory is wB97M-V/def2-TZVPD.

The calculation puts the energy relative to the best compared isomer or geometry (same formula, charge and spin) at 0.0 kJ/mol. The calculation puts the total energy at -17275.6835 eV. Its LUMO energy is 3.717 eV.

Structure (ORCA input):
```
! RIJCOSX wB97M-V def2-TZVPD def2/J DEFGRID3
* xyz -1 1
N -1.525 -1.413 0.185
C 0.969 1.428 -1.529
H -0.609 -2.962 -1.048
H 1.446 -1.875 -1.066
H -2.047 -1.772 1.003
H -0.363 3.386 0.863
C -0.434 1.213 -1.705
C -0.008 -0.351 3.301
H -2.209 2.089 -0.639
C 1.144 2.329 -0.431
C -0.151 2.667 0.073
N -0.087 -0.368 4.469
C 1.054 -2.054 -0.065
H -0.511 -3.357 0.673
Bi 0.171 -0.245 0.864
H -0.897 0.645 -2.514
C -0.373 -2.544 -0.057
H 1.709 -2.596 0.622
H 1.755 1.052 -2.185
C -1.127 1.980 -0.716
H 2.091 2.749 -0.098
*
```

---

This record from OMol25 describes C8H12S in the gas phase in a non-equilibrium geometry. The level of theory is wB97M-V/def2-TZVPD.

The calculation puts the energy relative to the best compared isomer or geometry (same formula, charge and spin) at 262.3 kJ/mol. The calculation puts the total energy at -19322.9293 eV. Its LUMO energy is 0.881 eV.

Structure (ORCA input):
```
! RIJCOSX wB97M-V def2-TZVPD def2/J DEFGRID3
* xyz 0 1
C 0.147 0.231 -0.134
C 1.318 0.247 -1.115
H -1.169 1.122 -1.716
H 0.981 2.327 -0.317
C 1.838 -0.322 -2.178
H 0.484 -0.033 2.965
H 2.735 0.002 -2.553
C -0.322 -0.528 2.401
H -1.070 0.297 2.477
H 0.871 -1.678 0.989
H -1.559 1.354 -0.047
C -1.184 0.585 -0.648
C 1.298 1.300 -0.092
H -3.084 -0.349 -0.111
C 0.007 -1.026 0.944
C -2.233 -0.566 -0.644
S -1.277 -1.987 0.136
H -2.598 -0.995 -1.667
H 1.270 -1.188 -2.498
H -0.702 -1.326 3.139
H 2.005 1.218 0.780
*
```

---

This record from OMol25 describes a molecular structure, C29H39AuN4OPV in a non-equilibrium geometry. The level of theory is wB97M-V/def2-TZVPD.

The calculation puts the energy relative to the best compared isomer or geometry (same formula, charge and spin) at 71.0 kJ/mol. The calculation puts the total energy at -77365.8582 eV. Its LUMO energy is -9.526 eV.

Structure (ORCA input):
```
! RIJCOSX wB97M-V def2-TZVPD def2/J DEFGRID3
* xyz 2 1
C -0.005 -2.967 -0.808
C 3.106 -0.672 -0.945
H -1.719 1.834 -3.863
C 0.068 1.091 4.426
C -1.616 1.704 -2.774
H -0.937 3.892 -4.023
H -1.177 4.076 -1.598
V 0.196 0.201 -1.506
H -4.944 -2.954 2.618
C -0.290 -2.716 -2.279
N 2.089 -0.177 -1.410
H -0.851 -2.629 -0.196
H -3.576 -2.252 4.587
H 0.446 2.999 -4.766
H 0.219 -2.528 2.751
H 0.659 -3.219 -4.202
C 0.332 2.015 5.435
H -2.159 2.536 -2.305
C -1.538 -3.496 -2.705
C 3.587 -0.562 2.633
H -2.333 -0.747 0.032
H -1.406 -4.527 -2.365
P -0.301 0.246 1.787
C 0.072 3.808 3.843
C -3.292 -1.939 3.588
H 2.378 2.279 -3.263
H -2.453 -3.103 -2.253
H -1.984 -1.262 -3.989
H 0.563 4.112 5.934
H 4.511 0.008 2.607
N -0.444 -1.294 -2.521
C 0.341 3.382 5.149
C -0.196 1.511 3.102
C -0.893 -1.077 -3.901
N -0.297 0.391 0.171
C -1.772 -0.757 2.124
H 0.542 1.670 6.448
C 0.450 3.002 -2.573
C -2.576 -1.117 1.027
H 2.420 1.082 1.838
H -1.586 -0.815 4.284
H 2.372 3.898 -2.488
C -0.090 3.952 -1.496
C 2.422 0.037 2.175
H 0.696 4.583 -3.982
Au 2.039 -0.026 -4.632
H 0.088 4.874 3.610
H 0.150 3.584 -0.489
H 0.915 -2.462 -0.490
H -0.437 3.228 1.813
C 2.358 -2.579 3.145
H -0.383 -1.783 -4.578
C -2.156 -1.145 3.419
H 4.477 -2.331 3.450
C -4.061 -2.329 2.489
H 0.120 0.035 4.688
C -0.215 2.888 2.826
H -2.085 0.753 -2.475
H 2.329 -3.592 3.531
C 3.557 -1.871 3.114
H 2.254 2.418 -1.475
H -0.669 -0.079 -4.298
H -4.273 -2.198 0.321
N -0.195 1.719 -2.429
C 1.215 -0.676 2.227
C -3.701 -1.918 1.204
C 0.131 3.642 -3.931
H 0.844 -4.403 -2.911
H 0.114 -4.050 -0.701
H 1.801 -2.898 -2.899
C 1.964 2.876 -2.431
H 0.382 4.930 -1.646
C 1.172 -1.991 2.703
C 0.825 -3.329 -3.126
H -1.668 -3.531 -3.794
O 4.077 -1.256 -0.583
*
```